{
  "formula": "C20H40Cl2F3K2N3O7P",
  "method": "ωB97M-V with the def2-TZVPD basis set",
  "orbital_gap_ha": 0.2145,
  "total_charge": 1,
  "e_tot_ha": -4238.125282,
  "homo_energy_ev": -10.02,
  "species": ["K", "K", "C", "O", "O", "C", "F", "F", "F", "C", "C", "H", "H", "H", "H", "H", "H", "Cl", "C", "C", "Cl", "H", "H", "H", "H", "O", "P", "N", "C", "C", "N", "C", "C", "N", "C", "C", "H", "H", "H", "H", "H", "H", "H", "H", "H", "H", "H", "H", "H", "H", "H", "H", "H", "H", "O", "C", "O", "C", "C", "C", "H", "H", "H", "H", "H", "H", "O", "C", "O", "C", "C", "C", "H", "H", "H", "H", "H", "H"],
  "coordinates": [[-7.6903, -1.4402, 24.8328], [-11.0229, -3.4759, 26.2093], [-10.8451, 0.1160, 25.9234], [-11.8676, 0.8115, 25.2042], [-10.4809, -0.9605, 25.2448], [-9.6436, 1.0352, 26.1086], [-8.6987, 0.3896, 26.8663], [-9.0344, 1.3532, 24.9699], [-9.9193, 2.1544, 26.7802], [-12.7367, 1.6205, 25.9513], [-13.6606, 2.3161, 24.9606], [-14.2352, 1.5887, 24.3937], [-14.4158, 2.9315, 25.4612], [-13.0966, 3.0235, 24.3593], [-12.2556, 2.4016, 26.5510], [-13.3315, 1.0578, 26.6909], [-11.2677, -0.1197, 26.9264], [-14.2117, 1.8370, 30.8315], [-12.9850, 2.2377, 29.6347], [-12.2749, 3.5499, 29.9372], [-11.2728, 3.4500, 31.4077], [-13.3547, 2.3339, 28.6159], [-12.2195, 1.4625, 29.6534], [-12.9898, 4.3426, 30.1355], [-11.6238, 3.7633, 29.0920], [-15.1414, 4.2797, 22.9629], [-16.5301, 4.6896, 23.2198], [-17.6073, 3.4304, 23.2454], [-17.1235, 2.1153, 23.6338], [-19.0464, 3.5647, 23.0860], [-17.1759, 5.6943, 22.0745], [-17.4862, 5.2099, 20.7313], [-17.1487, 7.1449, 22.2680], [-16.6776, 5.4688, 24.6579], [-15.4718, 6.0584, 25.2553], [-17.8991, 5.5791, 25.4050], [-17.1033, 2.0115, 24.7312], [-16.1474, 1.8923, 23.2176], [-17.8510, 1.3613, 23.3239], [-19.5321, 3.6712, 24.0632], [-19.4535, 2.6235, 22.7090], [-19.3025, 4.3955, 22.4414], [-17.7561, 6.0475, 20.0952], [-16.6330, 4.6905, 20.2880], [-18.3165, 4.5058, 20.7767], [-16.4343, 7.4743, 23.0207], [-16.9761, 7.6519, 21.3225], [-18.1105, 7.5001, 22.6681], [-15.7583, 6.8765, 25.9214], [-15.0000, 5.3049, 25.8901], [-14.8235, 6.4903, 24.4992], [-17.7141, 5.8922, 26.4335], [-18.4002, 4.6145, 25.5060], [-18.6295, 6.2854, 24.9897], [-7.2124, 5.2737, 26.9363], [-8.1543, 5.9405, 26.6111], [-8.0141, 7.2178, 26.2002], [-9.2833, 7.7362, 25.7788], [-10.3347, 6.8935, 26.4826], [-9.6139, 5.5467, 26.5494], [-9.3692, 7.6448, 24.6931], [-9.3326, 8.7931, 26.0302], [-11.2549, 6.8285, 25.9080], [-10.5325, 7.2156, 27.5034], [-9.7857, 4.9476, 25.6515], [-9.8619, 4.9311, 27.4101], [-3.2410, 3.2896, 22.9014], [-4.3593, 3.4313, 23.2911], [-4.8064, 2.8747, 24.4423], [-6.1553, 3.2697, 24.7347], [-6.5370, 4.3667, 23.7311], [-5.5015, 4.1810, 22.6237], [-6.2641, 3.5186, 25.7838], [-6.7684, 2.3824, 24.5458], [-6.5311, 5.3570, 24.1783], [-7.5287, 4.1327, 23.3460], [-5.0982, 5.0990, 22.2080], [-5.8592, 3.5123, 21.8391]],
  "forces_ev_per_angstrom": [[-0.4, 0.6, 0.0], [-0.2, 0.7, -0.2], [-1.1, -0.2, -0.4], [0.7, 0.0, 0.2], [1.0, -1.7, 0.0], [-0.2, 0.0, 0.9], [0.3, -0.3, -0.1], [0.1, 0.1, -0.4], [0.0, 0.3, -0.1], [-1.1, 0.8, 0.2], [-0.2, 0.2, 0.7], [0.3, 0.0, -0.4], [0.1, -0.1, 0.2], [-0.1, -0.3, -0.5], [0.5, -0.1, -0.2], [0.1, -0.4, -0.2], [0.2, 0.4, 0.2], [-0.3, -0.1, -0.1], [1.2, 0.5, 0.0], [-0.3, -0.3, 0.3], [0.1, -0.1, 0.0], [-0.6, -0.2, 0.2], [-0.2, -0.2, -0.1], [0.0, 0.1, -0.3], [0.0, 0.2, 0.1], [0.4, -0.3, 0.2], [-0.6, -0.1, -0.7], [0.2, -0.3, -0.8], [-0.6, -0.1, 0.7], [0.1, -0.6, 0.8], [-0.2, 0.6, 0.1], [0.3, -0.3, 0.4], [-0.8, 0.0, 0.5], [0.9, 0.7, 0.4], [-0.8, 0.0, 0.4], [-0.8, -0.2, 0.4], [0.3, 0.0, -0.1], [0.1, 0.1, 0.0], [0.1, 0.0, -0.3], [-0.2, 0.3, -0.1], [0.1, 0.1, -0.4], [-0.1, 0.1, 0.1], [-0.1, 0.0, 0.0], [0.0, 0.1, -0.1], [-0.1, 0.0, -0.3], [0.4, -0.2, -0.3], [0.2, 0.0, 0.0], [0.0, 0.0, -0.3], [-0.1, 0.0, -0.1], [0.5, 0.1, -0.2], [0.3, -0.4, 0.0], [0.3, 0.1, -0.1], [0.0, 0.0, -0.1], [0.1, 0.0, -0.1], [-0.2, 0.0, 0.0], [0.3, -0.2, -0.1], [0.0, 0.0, 0.0], [-0.3, 0.5, 0.0], [0.2, -0.7, -0.1], [-0.1, 0.0, 0.1], [0.1, -0.1, 0.0], [0.1, 0.0, 0.1], [-0.1, 0.2, 0.1], [-0.1, 0.3, -0.1], [0.1, 0.0, 0.0], [0.0, 0.0, 0.0], [0.0, -0.1, 0.0], [-0.2, 0.1, 0.0], [0.2, 0.2, 0.3], [-0.3, -0.6, -0.4], [-0.1, -0.5, -0.1], [0.4, 0.0, 0.5], [0.2, 0.3, 0.0], [-0.1, 0.0, 0.1], [0.1, 0.0, 0.0], [-0.1, 0.4, 0.1], [-0.2, 0.0, -0.2], [0.0, 0.2, -0.2]],
  "mulliken_charge": [0.99, 0.99, 0.20, -0.38, -1.04, 0.49, -0.32, -0.24, -0.21, 0.24, -1.14, 0.17, 0.20, 0.37, 0.02, 0.36, 0.22, -0.18, 0.03, 0.09, -0.19, -0.08, 0.25, 0.40, -0.29, -0.82, -0.05, 0.35, -0.92, -1.07, 0.35, -1.04, -0.94, 0.40, -1.19, -0.96, 0.24, 0.24, 0.40, 0.32, 0.31, 0.38, 0.41, 0.29, 0.33, 0.27, 0.39, 0.29, 0.53, 0.27, 0.35, 0.43, 0.23, 0.27, -0.61, 0.45, -0.36, -0.50, -0.37, 0.22, 0.26, 0.34, 0.25, 0.31, 0.07, -0.08, -0.57, 0.42, -0.41, 0.04, -0.35, -0.40, 0.35, -0.10, 0.19, 0.30, 0.31, 0.22]
}